[1]
C36H76CaN6O6P2SbSi3 as an isolated structure. Source: OMol25; level of theory: ωB97M-V/def2-TZVPD.

The net charge is +1. The molecular weight comes out at 997.08 u. Its energy above the lowest of the compared OMol25 structures with the same formula, charge and spin is 0.0 kJ/mol. As for the LUMO energy: -0.05721 hartree. The energy comes out at -126982.5770 eV.

The geometry in XYZ format:
```
131
Properties=species:S:1:pos:R:3:forces:R:3:mulliken_charge:R:1
C 3.3379 -2.0072 3.3606 -0.05 -0.01 0.03 -0.39
H -5.1295 -3.9939 -1.6418 0.00 0.02 -0.01 0.33
H 6.6367 1.6757 3.1940 0.02 0.01 0.01 0.28
H 5.0398 -3.2561 -1.7322 0.00 -0.02 0.01 0.31
C 4.7864 3.4223 -1.3234 0.02 0.02 0.01 -1.18
C 0.5578 2.6201 2.4215 -0.04 -0.01 0.05 -0.49
H 2.2802 -1.8426 3.1804 0.07 -0.08 -0.01 -0.54
N 4.7355 1.9713 -1.1741 0.11 -0.09 0.04 1.03
H -5.6977 -0.9681 1.0182 -0.01 0.06 -0.02 0.47
H 0.3617 3.1997 3.3324 0.00 -0.04 -0.03 0.63
N 5.9872 1.4365 1.2170 -0.07 0.08 -0.15 0.80
P 3.4561 -1.2809 0.7844 0.13 0.04 0.00 -1.54
H 5.7010 -1.9051 -0.8105 0.01 0.03 -0.02 0.10
H -0.5670 -6.0099 1.9186 0.04 -0.01 -0.02 0.29
C -0.6079 -4.5452 -1.2249 -0.06 0.10 0.05 -0.51
C -4.1010 0.8654 2.5755 0.03 0.09 -0.09 -0.74
Si -3.5305 -5.0506 -0.0105 0.01 -0.04 -0.02 0.87
H 6.4842 1.5400 -2.2995 0.01 -0.01 0.00 0.27
C -5.5910 1.1292 -0.9034 0.05 -0.01 0.02 -1.28
H 5.9149 -1.2695 3.3612 0.01 0.00 -0.01 0.33
C 0.9255 -3.0509 -2.2841 -0.02 -0.01 -0.03 -0.81
C 0.7735 2.1704 -1.9632 -0.08 -0.01 0.02 -0.73
H 6.7315 3.1461 2.2088 -0.01 0.01 0.00 0.30
C -4.8780 -5.2210 1.2864 0.07 0.04 0.05 -1.25
H -5.8922 0.1142 -1.1690 -0.01 -0.04 -0.03 0.31
Ca -0.4298 -0.1301 0.8090 0.78 -0.13 -0.13 2.16
H -2.1961 -6.3008 2.5301 -0.02 -0.03 0.03 0.32
C -4.3252 -4.7294 -1.6834 0.00 0.07 0.05 -1.28
C -3.4469 3.1103 -0.2278 -0.04 -0.04 0.00 -0.87
O -0.2751 2.2043 0.1808 0.09 0.12 0.02 0.26
H 3.6043 -4.3991 0.8586 -0.02 0.00 0.02 0.31
C -5.2245 -1.9479 1.0088 0.01 0.01 -0.04 -1.47
H 4.3241 3.7006 -2.2719 -0.01 0.01 -0.01 0.34
H 1.3442 0.0860 -3.5401 0.00 0.00 0.00 0.43
C -3.0246 -3.3424 3.5476 0.02 0.01 -0.06 -0.72
H -3.4201 -2.3387 3.4137 0.00 0.03 0.00 -0.09
C -3.0745 0.3569 4.6826 0.03 0.00 0.01 -1.32
C -3.0014 1.0369 -2.4460 -0.02 -0.01 0.06 -0.99
C -3.0115 0.2753 1.8982 0.07 0.01 -0.01 -0.41
H 0.8395 -1.0721 -1.4825 0.02 -0.02 0.04 -0.22
C -2.7972 -6.7917 -0.1597 0.09 0.10 -0.02 -1.54
H -4.9788 1.3368 4.4624 -0.01 0.01 0.00 0.45
H 2.7087 -0.4150 -2.5038 0.01 0.00 -0.01 -0.06
N -0.5445 -2.2722 -0.5585 0.13 -0.10 0.09 1.53
H -4.1371 3.7504 -0.7809 -0.01 0.02 -0.02 0.57
H -3.8583 -4.0422 3.5639 -0.05 -0.03 0.01 0.44
O 1.5210 1.0012 -1.6769 -0.03 0.02 0.04 0.45
H -0.9401 -5.7221 3.6150 0.01 0.03 0.04 0.43
H -4.7533 -5.6655 -2.0493 -0.01 -0.03 0.01 0.42
H 3.6134 -1.5496 4.3130 0.00 0.00 0.01 0.38
H 1.5421 2.8835 2.0320 0.07 0.04 0.00 0.03
C -0.1167 -2.9840 2.6154 -0.09 0.01 -0.15 -0.73
C 0.5975 2.9345 -0.6813 0.08 -0.05 0.03 -0.67
H 4.9606 1.5065 -3.1938 0.04 0.02 -0.01 0.41
C -4.1302 0.9003 3.9506 -0.01 0.00 0.02 -0.97
H 5.6821 -3.5313 -0.1067 0.02 0.01 0.01 0.28
H 1.3689 -0.1742 3.9173 -0.02 0.09 0.00 0.10
C 5.5500 -1.6914 2.4231 0.01 -0.03 0.04 -0.86
C -2.0268 -0.1836 3.9719 0.01 0.12 0.04 -0.81
H 5.1554 2.5561 2.7744 0.00 0.00 0.00 0.21
H 0.1048 -3.0852 3.6808 0.00 -0.02 0.02 0.88
O 3.4970 2.0692 1.1245 -0.15 0.02 0.06 -0.83
H -2.0256 0.5469 -2.3959 0.02 0.00 0.00 -0.07
C 7.2442 1.0762 0.5832 0.00 -0.05 0.00 -1.09
H -2.8836 1.9862 -2.9733 0.00 0.04 -0.02 0.43
H -1.4817 2.4978 1.7834 -0.03 0.04 -0.02 -0.09
H 0.7438 -5.1384 -2.7689 0.00 -0.01 0.00 0.46
H 1.7015 -2.8248 -3.0016 0.01 0.01 -0.01 0.53
H -3.0708 0.3582 5.7626 0.00 -0.01 0.01 0.53
C -0.5302 2.8842 1.4132 -0.01 0.04 0.11 -0.88
C 5.1286 -2.8245 -0.7331 0.01 -0.01 -0.06 -0.90
C 1.5796 0.8421 3.5882 -0.07 -0.03 0.08 -0.36
H -5.9245 1.7870 -1.7101 -0.02 0.02 -0.01 0.41
H -1.9087 -6.9814 0.4382 0.00 -0.01 -0.03 0.45
H 5.8159 3.7966 -1.3229 0.00 0.01 0.00 0.32
N 3.7962 -2.5675 -0.1997 -0.03 0.09 0.05 0.99
H -5.7410 -5.6971 0.8154 -0.01 -0.05 -0.03 0.41
C 0.4380 -2.0749 -1.4429 -0.12 -0.07 -0.08 -0.57
C -2.3174 -3.6145 0.4532 0.13 0.13 -0.09 2.37
H -1.1697 -0.6073 4.4860 0.01 -0.02 0.01 0.29
H 1.3033 2.8047 -2.6845 0.05 -0.02 0.04 0.62
H -5.9252 -2.6681 0.5889 -0.01 0.04 0.00 0.41
O 4.3354 -0.1591 0.0460 -0.14 -0.14 0.05 0.64
H 6.1106 -1.2414 1.6121 0.07 0.07 -0.09 0.17
N 4.1277 -1.4043 2.2913 -0.06 0.00 -0.09 0.78
H 7.7777 1.9554 0.2074 0.00 0.00 -0.01 0.25
H -4.5581 -5.8705 2.1021 0.02 -0.04 0.04 0.32
H 1.6031 1.5000 4.4622 0.00 -0.01 0.00 0.48
H -0.1087 -1.9247 2.3791 0.05 0.00 0.19 -0.09
C -2.8396 0.1618 0.4492 -0.64 -0.53 0.11 -0.46
H 2.7514 1.1580 -3.3334 -0.03 -0.01 0.01 0.17
H 2.0724 -3.5706 0.4689 0.00 0.00 -0.03 -0.08
H -6.1416 1.4144 -0.0047 -0.01 0.01 0.03 0.36
H -3.6474 0.4025 -3.0540 -0.01 -0.02 -0.01 0.44
Si -1.7603 -3.8354 2.2602 -0.04 -0.07 0.03 0.15
C 0.3913 -4.3221 -2.1506 0.03 -0.02 -0.05 -1.48
H -2.5483 -3.3811 4.5302 0.02 -0.01 0.03 0.49
H 0.6866 -3.4621 2.0530 0.01 0.00 0.03 0.10
Sb -3.4923 -1.7777 -0.2709 -0.11 0.09 0.02 0.02
H -2.4325 3.4333 -0.4592 0.04 0.02 -0.02 -0.02
O 0.5229 1.2269 2.7202 0.14 0.12 -0.19 0.46
H 5.3484 0.1858 -2.0971 0.00 -0.02 0.00 0.24
H 1.5716 3.0476 -0.1988 0.05 0.09 -0.02 -0.03
N -1.9837 -0.2162 2.6402 -0.16 -0.17 0.01 1.27
H -3.6268 3.2822 0.8354 -0.01 0.01 0.04 0.31
C 6.1339 2.2529 2.4143 -0.03 -0.03 0.09 -0.98
C 2.1049 0.4318 -2.8307 0.00 0.04 -0.04 -0.82
H 7.8907 0.5730 1.3059 0.00 0.00 0.00 0.36
H -0.6375 3.9583 1.2386 -0.03 -0.03 -0.03 0.67
H -1.0197 -5.5311 -1.1241 -0.09 -0.16 0.03 0.40
H 2.5387 0.8770 3.0685 0.01 0.02 0.01 -0.41
Si -3.7192 1.3086 -0.7168 0.19 0.12 -0.03 0.71
H -3.5642 -7.4934 0.1755 -0.04 -0.01 -0.01 0.40
C -1.1143 -3.4942 -0.4480 -0.12 0.03 -0.01 -1.97
H -3.6006 -4.3794 -2.4210 0.02 -0.01 -0.03 0.35
H 5.7453 -2.7695 2.4356 0.00 0.00 0.01 0.27
H 7.0802 0.3926 -0.2487 -0.01 -0.04 -0.02 0.30
O 2.0034 -1.0385 0.8907 -0.21 0.25 0.00 1.17
C 3.0736 -3.8000 0.1093 -0.01 -0.03 0.02 -0.96
H 3.5201 -3.0850 3.4340 0.01 -0.01 0.00 0.30
C -1.3347 -5.6379 2.5996 -0.04 0.05 0.02 -1.48
H 4.2361 3.9008 -0.5172 -0.03 0.02 0.03 0.31
H -5.2157 -4.2822 1.7143 -0.01 -0.10 0.01 0.42
H -2.5721 -7.0381 -1.1983 0.01 -0.01 -0.04 0.46
H 0.1602 3.9191 -0.8835 -0.01 -0.06 -0.01 0.44
H -4.9218 1.2720 2.0007 -0.02 0.00 -0.01 0.31
H -0.2008 1.9038 -2.3916 0.03 0.05 -0.02 0.06
H -4.9848 -2.2279 2.0307 -0.01 0.04 0.00 0.41
C 5.4274 1.2605 -2.2381 -0.01 -0.02 -0.03 -1.19
P 4.5711 1.4132 0.3706 0.01 0.02 0.03 -1.14
H 2.9744 -4.3959 -0.7973 0.02 -0.01 -0.01 0.39
```
Positions in Å, forces in eV/Å.

[2]
A 4-piece molecular cluster, C36H76N4O13P3 overall at a distorted geometry. Source: OMol25; level of theory: ωB97M-V/def2-TZVPD.

The net charge is +1. The molecular weight comes out at 865.94 u. As for the LUMO energy: -0.12901 hartree. The energy comes out at -98998.4824 eV.

The geometry in XYZ format:
```
132
Properties=species:S:1:pos:R:3:forces:R:3:mulliken_charge:R:1
H -6.6221 -7.5605 -1.6954 -0.24 0.11 0.16 0.37
H -10.7272 -1.0950 -9.3558 -0.02 -0.06 -0.04 0.28
H -7.7451 -0.7846 -10.0696 0.16 -0.03 -0.25 0.11
N -2.1612 -1.1736 -5.2010 -0.73 0.64 0.47 -0.64
O 9.9955 4.0055 6.6202 -0.72 2.80 0.68 -0.34
H -10.7698 -2.4824 -7.2716 0.08 -0.05 -0.07 0.44
H -2.8830 -2.8046 -6.1326 -0.47 -0.11 0.02 0.47
H 3.9984 -0.4792 9.1029 -0.04 -0.01 -0.08 0.39
C 5.7632 2.8927 5.0164 -0.04 -0.23 -0.30 -0.99
O 4.5594 0.2113 7.2264 0.63 -0.64 0.28 -0.26
H -11.1111 -2.8225 -9.6909 -0.14 0.29 0.28 0.35
C 1.7838 -1.1598 4.8755 -0.10 0.20 -0.07 -0.94
H 1.6978 -0.8812 5.9251 0.09 -0.18 0.06 0.28
H 10.8778 6.6952 8.5041 0.01 -0.02 0.00 0.38
O 7.5907 5.5123 5.4697 1.75 1.99 1.82 -0.78
H -2.5181 2.7704 2.6446 0.13 -0.07 0.01 0.36
P 8.7167 4.5864 5.7555 -1.73 -5.64 -3.21 1.08
H 3.2596 -1.8512 3.4814 0.14 0.11 0.02 0.37
O -7.6731 -0.6258 -6.4412 -0.30 0.33 0.05 -0.29
H -4.8444 -1.5330 -2.6777 -0.14 -0.01 -0.48 0.53
H 7.1213 -3.3881 6.0593 0.05 0.00 0.00 0.35
H 6.1979 4.0771 6.7712 0.09 0.09 -0.12 0.42
H -1.9573 1.6115 -3.6221 0.03 -0.02 -0.02 0.34
H 11.8636 5.0519 4.0004 -0.01 -0.02 -0.06 0.24
H 9.7428 6.7229 7.1502 0.06 0.00 0.05 0.36
H 9.3597 5.7844 8.5956 0.04 0.01 0.02 0.35
H 5.9333 1.8685 4.6788 -0.06 -0.03 0.07 0.22
N -4.1799 -1.3493 -6.6524 -0.54 0.98 -0.08 -0.25
H -10.1373 -4.0369 -7.7604 0.17 -0.09 0.21 0.39
C -5.4731 -1.3063 -6.2966 1.50 -0.85 1.36 0.45
H -1.5151 2.7216 -2.3196 -0.04 -0.06 0.00 0.43
H -4.6154 -6.3993 -1.5743 0.21 0.36 0.36 0.31
C 7.4642 -2.7426 6.8704 -0.27 -0.01 0.00 -1.30
H -6.2028 -4.1875 -2.9129 0.14 0.30 0.16 0.27
H 8.4419 -3.0893 7.2037 0.00 0.01 0.00 0.38
H -3.6480 1.2800 0.9322 0.00 0.02 0.07 0.23
C 7.5413 -1.3019 6.4127 0.63 0.12 0.07 -0.18
C -5.2283 -4.5880 -2.6146 0.74 -0.54 -0.15 -0.26
H -2.0258 3.8493 1.3431 0.09 -0.03 -0.01 0.30
C 10.8688 4.8800 7.3474 0.56 0.09 0.24 -0.23
H 9.0441 6.1032 3.4123 -0.06 -0.06 0.06 0.28
H 5.9689 0.6030 10.2736 -0.03 -0.02 0.00 0.42
H 6.4677 -0.6105 9.0925 -0.01 0.00 0.05 0.21
C 9.7923 5.3069 3.4435 0.13 0.20 -0.29 -0.36
H 9.8723 4.8916 2.4383 -0.07 -0.12 0.06 0.35
O 1.1345 1.3887 0.5353 -0.33 -0.14 -0.60 -0.28
C -6.0094 0.0905 -8.0328 -0.62 -0.04 -0.06 -0.48
O 0.1757 3.5504 0.0145 -1.68 -0.05 -2.81 -0.78
O 9.3600 4.2466 4.2874 0.14 0.53 0.70 -0.32
H -7.7588 -2.9229 -7.7627 0.07 0.27 0.19 -0.04
H 11.5255 6.5624 3.1341 -0.03 0.00 0.00 0.42
H 6.7631 -2.8589 7.7061 0.07 0.01 0.01 0.38
H 3.5421 3.3569 1.8305 0.01 -0.03 -0.01 0.35
H 6.0718 3.5487 4.2019 0.03 0.20 0.17 0.38
C -1.5414 0.6204 -1.7667 -0.45 -0.19 -0.21 0.17
P 4.8439 -1.2587 6.5400 -4.13 5.36 -3.14 1.07
C -4.2161 -3.5265 -2.1761 -0.85 0.06 0.43 -1.17
H -4.3608 2.9018 1.0333 0.02 0.02 0.00 0.43
H -5.3907 0.9823 -10.0125 -0.03 0.23 0.16 0.45
H 11.6974 5.1839 6.7019 -0.07 0.01 -0.07 0.25
C 3.1284 -1.7869 4.5636 -0.33 0.00 0.06 -0.41
H -5.6211 -5.2351 -0.6062 0.15 -0.36 0.13 0.37
C -5.4572 -5.7043 -1.5784 -0.69 0.10 -0.92 -0.47
H -8.1706 -1.9428 -11.3727 0.19 0.24 0.00 0.50
O 6.2988 -0.7875 5.9145 0.24 -2.71 1.59 -0.29
H -4.5409 -3.1814 -1.1871 0.21 0.05 -0.05 0.48
H -9.6625 -3.2989 -6.1869 -0.03 -0.16 -0.10 0.46
H 4.0624 1.2674 8.8810 -0.02 0.00 -0.13 0.35
C 6.5302 3.1562 6.2916 -0.28 0.10 -0.18 0.36
H 6.5930 1.1023 8.6922 -0.01 0.05 0.03 0.07
C -4.3203 -2.5269 -4.5696 0.39 1.19 -0.62 0.55
P -0.2281 2.1214 0.0453 2.84 -2.22 5.81 1.06
H -8.6840 -0.2187 -8.2687 0.54 0.12 0.22 0.51
C 2.6661 2.7086 1.8822 0.03 -0.11 0.25 -0.82
C -7.8786 -1.8342 -10.3265 -0.67 -0.69 0.33 -1.30
O 4.1970 -0.9874 5.0652 0.67 -0.38 -0.03 -0.26
H -1.3474 -0.3349 -2.2608 0.16 -0.04 0.19 0.08
C -10.4011 -2.0101 -9.8539 0.48 -0.42 -0.51 -1.40
H -1.7242 -1.7241 -4.4667 -0.09 0.20 0.19 0.27
C -8.9840 -2.4792 -9.4681 0.33 0.09 0.21 -0.14
N -5.6688 -2.0585 -5.1172 -0.68 -0.94 -0.39 0.03
C -6.7856 -4.2892 -5.8084 -0.09 0.68 -0.71 -0.67
C -2.2714 2.8120 1.5837 -0.29 0.19 0.16 -0.39
C 4.5713 0.3317 8.6457 -0.06 0.14 0.29 -0.47
H 3.1587 1.3306 0.3160 -0.15 -0.14 0.01 0.37
C 2.3907 2.0742 0.5350 0.21 0.27 0.24 -0.42
H 8.2620 -1.2187 5.5984 -0.15 0.10 -0.09 0.37
H 2.4293 2.8118 -0.2660 -0.16 0.06 0.05 0.37
H -8.9413 -3.5540 -9.6847 -0.05 0.09 -0.04 0.47
H 11.0569 6.3873 4.8266 0.01 0.04 -0.04 0.18
O -1.1381 1.9725 1.3972 -0.12 0.07 -0.94 -0.28
H -3.1515 -1.8196 -2.8867 -0.11 0.10 -0.19 -0.57
H -7.6254 -6.0642 -1.7137 0.07 -0.16 0.16 0.29
C -4.1353 -2.2647 -3.0695 0.55 -0.25 0.21 -0.20
C -8.6809 -0.9298 -7.4364 -0.45 -0.74 -0.58 -1.02
H 1.6472 -0.2484 4.2903 -0.01 -0.02 -0.03 0.14
C -3.4628 2.3427 0.7679 0.08 -0.05 -0.17 -0.89
H 4.6919 3.0237 5.1783 0.01 -0.05 0.04 0.37
H -4.8134 -5.0809 -3.5063 -0.30 0.01 -0.02 0.28
H -10.4088 -1.8535 -10.9367 -0.11 0.23 0.13 0.43
H 0.9723 -1.8478 4.6307 0.01 0.00 -0.02 0.37
H 6.3432 2.3470 6.9961 0.15 -0.08 -0.04 -0.56
C -3.3288 -1.9292 -5.6291 1.50 -2.37 -0.67 -0.42
H -9.6245 -0.7604 -6.9190 0.34 0.25 0.36 0.32
C 5.9818 0.3636 9.2096 0.04 -0.17 -0.11 -0.78
H -0.2677 1.7469 -3.0927 -0.02 -0.03 -0.03 0.39
C 10.1731 6.0896 7.9348 -0.21 -0.01 -0.15 -1.15
C -6.6866 -6.5249 -2.0297 0.18 0.19 -0.11 -1.15
H 11.3033 4.2870 8.1535 -0.10 -0.14 -0.09 0.33
H -3.2820 2.4898 -0.3023 -0.03 0.04 0.01 0.17
H 2.8559 1.9379 2.6316 0.04 0.00 -0.02 0.09
O -0.7046 0.6780 -0.6121 -0.43 2.16 -1.85 -0.44
H -2.5913 0.6019 -1.4546 0.02 0.04 0.06 0.13
C -6.3069 -3.2245 -5.5269 -0.90 0.22 0.50 -0.19
H -6.9645 -2.4183 -10.1788 0.16 0.39 -0.01 0.32
C -9.8767 -3.1117 -7.2430 0.42 0.07 0.35 -1.86
O 7.9405 3.1886 6.0553 0.38 0.26 0.41 -0.37
C -8.6950 -2.3909 -7.9338 -1.36 0.06 -0.82 1.47
H 3.1905 -2.8040 4.9500 -0.01 0.06 0.14 0.38
C 11.1402 5.8579 3.8722 -0.02 0.01 0.18 -0.93
C -1.3064 1.7389 -2.7566 0.10 0.19 0.03 -1.28
H -1.4629 -1.1790 -5.9372 -0.16 0.16 -0.15 0.29
H -6.7280 -6.5490 -3.1257 0.11 -0.09 0.09 0.26
H 1.8216 3.2965 2.2407 -0.03 0.09 -0.21 0.30
H -4.2894 -3.5817 -4.8229 -0.05 -0.07 0.59 0.30
H -7.2863 -5.0590 -6.3535 0.10 -0.29 0.46 0.52
H -3.2453 -4.0012 -2.0068 0.01 0.09 -0.27 0.35
H -3.9782 -1.5282 -7.6265 0.22 0.63 -0.08 0.35
N -6.3968 -0.6297 -6.9396 0.67 -0.23 -0.30 0.43
O 3.7801 -2.1034 7.1530 2.73 -1.95 1.08 -0.83
H 7.9042 -0.6563 7.2166 -0.10 0.01 0.02 0.25
C -5.6869 0.6283 -9.0492 0.11 -0.19 -0.11 -0.11
```
Positions in Å, forces in eV/Å.